10
Properties=species:S:1:pos:R:3 method="wB97M-V/def2-TZVPD" gap_ev="5.85 / 7.37" total_charge=-1 relative_energy_kcal_mol=126.33
H 1.5843 -0.8268 -1.3457
O -1.8905 -1.2539 0.0677
H 1.9128 -1.6840 0.2291
O -1.5253 0.4667 -1.6871
H 1.6782 0.1065 0.1936
S -1.1147 -0.0689 -0.3367
C 2.1131 -0.7956 -0.3820
H -1.2715 1.0074 1.8643
C -1.2032 1.2018 0.8156
H -0.2832 1.8467 0.5812

=====

10
Properties=species:S:1:pos:R:3 method="wB97M-V/def2-TZVPD" gap_ev="9.70 / 5.29" relative_energy_kcal_mol=34.36 s_squared=0.7544 multiplicity=2
H 1.9751 0.2811 -1.5960
C 1.5678 0.1293 -0.5992
C -1.6208 1.0677 0.7252
S 0.9293 -1.6169 -0.4371
H 2.2952 0.1894 0.2038
H 0.7668 0.8492 -0.4877
O -0.5946 1.6977 1.2325
O -1.7318 0.6312 -0.3830
H -2.3238 0.8404 1.5508
H 0.2875 -1.2200 0.6910

=====

11
Properties=species:S:1:pos:R:3 method="wB97M-V/def2-TZVPD" gap_ev=7.49 total_charge=-1 relative_energy_kcal_mol=15.87
H -1.0050 2.2833 2.1984
H -0.1825 -1.1027 0.6187
H 1.2754 -2.2096 0.3775
S 0.0479 -1.7724 -1.6423
H 1.3210 -0.4981 -0.0354
H -1.2656 0.2159 -2.4528
C 0.6795 -1.3735 0.0185
C -0.4858 1.6645 1.4224
O 0.7060 1.9680 1.2034
S 0.0678 0.0636 -2.5836
O -1.1588 0.7608 0.8754

=====

10
Properties=species:S:1:pos:R:3 method="wB97M-V/def2-TZVPD" gap_ev=8.78 total_charge=-1 relative_energy_kcal_mol=21.72
H -1.6170 -0.3981 1.3453
O 1.1001 -0.4235 -0.5673
C 2.2190 0.0160 -0.2062
H -0.9145 0.9141 0.4893
H -0.4618 -0.5562 -0.8944
H -2.7050 0.4988 0.2769
C -1.6716 0.1358 0.3764
H 2.1863 0.9013 0.4622
O -1.4670 -0.6591 -0.7763
O 3.3315 -0.4290 -0.5058

=====

11
Properties=species:S:1:pos:R:3 method="wB97M-V/def2-TZVPD" gap_ev="7.73 / 9.07" total_charge=+1 s_squared=2.0205 multiplicity=3
O -2.0896 -0.4204 -0.0842
O 0.3141 0.8637 -1.6695
H 0.0220 -0.1266 1.4984
C 1.2057 1.5507 -1.1846
C -0.3272 -1.1790 1.2804
Pd -0.8964 0.0425 -1.1109
O -0.8822 -1.2447 -0.0096
H -1.0420 -1.5549 2.0251
H 1.1017 1.9774 -0.1727
H 2.0284 1.9081 -1.8253
H 0.5654 -1.8169 1.2530

=====

11
Properties=species:S:1:pos:R:3 method="wB97M-V/def2-TZVPD" gap_ev=8.18 total_charge=-1 relative_energy_kcal_mol=14.93
O 1.7708 0.1651 -1.6680
H 1.0377 0.7044 0.3451
H -0.3205 -1.4519 0.9918
C -0.4473 -0.3324 1.4288
C -0.1420 0.6775 0.3111
H 0.1515 0.0526 2.3094
H -0.5613 1.7483 0.6216
O -0.6648 0.3872 -0.9158
O 0.1247 -0.7491 -3.2260
H -1.5209 -0.4782 1.6062
S 0.5720 -0.7235 -1.8042

=====

11
Properties=species:S:1:pos:R:3 method="wB97M-V/def2-TZVPD" gap_ev=7.92 total_charge=-1 relative_energy_kcal_mol=17.42 smiles="C[Si@@H](O)C(=O)[O-]"
O -0.0317 -1.8003 0.0903
O 2.5658 -0.6801 -0.4496
O 2.4231 1.5094 0.3077
Si 0.1145 -0.0955 0.4189
C -1.5187 0.5896 -0.3738
H -1.7316 0.3191 -1.4146
H 0.8128 -2.1594 -0.1807
C 1.9989 0.3783 0.0234
H -1.9058 1.6311 -0.4592
H -2.3564 0.0602 0.0715
H -0.3709 0.2476 1.9661

=====

9
Properties=species:S:1:pos:R:3 method="wB97M-V/def2-TZVPD" gap_ev="6.54 / 9.38" relative_energy_kcal_mol=117.88
C -1.4017 0.8767 0.0313
H -0.0508 -1.1053 -0.8223
P -1.4240 -0.8260 -0.1981
C 2.0970 0.1543 -0.1160
O 1.7281 -1.0013 -0.4063
H 3.1058 0.2136 0.1760
H -1.5456 1.2322 1.0815
H -1.1532 -1.2398 1.0840
H -1.3556 1.6954 -0.8300

=====

Number 1: electronic energy -17081.6616 eV. Number 2: electronic energy -17082.4941 eV. Number 3: electronic energy -27921.9432 eV. Number 4: electronic energy -8298.7350 eV. Number 5: electronic energy -11756.5789 eV. Number 6: electronic energy -19133.0150 eV. Number 7: electronic energy -16177.6030 eV. Number 8: electronic energy -13485.7633 eV.